The following is a quantum chemistry calculation of a structure of composition C51H57HfN6S3Se at a distorted geometry, from OMol25.

Geometry as XYZ:
```
119
Properties=species:S:1:pos:R:3
Hf 0.11036 2.17389 -0.01156
C 1.18592 4.49954 -1.72047
N 0.77824 4.61761 -0.30850
C 1.94269 5.11209 0.48383
C -0.24265 5.67926 -0.21432
C -1.53528 5.22947 -0.82577
N -1.87604 3.86716 -0.36703
C -2.92145 3.36517 -1.28803
C -2.44916 4.01812 0.99753
H 1.81661 5.33861 -2.02432
H 0.31641 4.47857 -2.37633
H 1.76523 3.58581 -1.87547
H 2.21896 6.10658 0.11963
H 2.78519 4.44266 0.39203
H 1.66593 5.17903 1.53360
H 0.11839 6.57175 -0.73315
H -0.36204 5.94712 0.83391
H -1.48821 5.23301 -1.91312
H -2.33470 5.92004 -0.54621
H -3.75680 4.07121 -1.33145
H -3.29242 2.40569 -0.95980
H -2.51091 3.25942 -2.29222
H -3.37080 4.60510 0.94714
H -1.74421 4.55539 1.63288
H -2.65226 3.05699 1.44529
N -1.63773 1.11324 0.59374
S -2.63234 0.02649 0.40785
N -2.10162 -1.45446 0.74796
S -1.45402 -2.43967 -0.25842
N -0.32144 -1.92165 -1.18856
S 0.85116 -0.91071 -0.72026
N 0.60116 0.51348 -1.11955
C 1.13121 -1.32178 1.02414
C 1.89322 -2.46396 1.26408
C 2.10522 -2.88582 2.56914
C 1.56415 -2.17216 3.62703
C 0.80581 -1.03086 3.38622
C 0.58944 -0.59510 2.09222
C 2.25991 -1.53475 -1.54702
C 3.34706 -0.67038 -1.56468
C 4.53524 -1.11480 -2.11829
C 4.61783 -2.39589 -2.64940
C 3.51302 -3.24332 -2.63719
C 2.31863 -2.82194 -2.07595
C -2.58421 -3.18139 -1.37941
C -3.69735 -3.78598 -0.79616
C -4.59153 -4.44196 -1.61936
C -4.36304 -4.49404 -2.99318
C -3.24631 -3.88820 -3.55065
C -2.33558 -3.21781 -2.74418
C -0.98222 -3.77680 0.77637
C -1.23209 -3.76241 2.14165
C -0.89005 -4.89102 2.87487
C -0.31799 -5.98866 2.24728
C -0.07459 -5.97778 0.87598
C -0.41519 -4.86983 0.12396
C -3.37305 -0.05506 -1.20569
C -4.68038 -0.52305 -1.33948
C -5.21491 -0.64046 -2.61339
C -4.45605 -0.29760 -3.72609
C -3.15214 0.16120 -3.57579
C -2.59949 0.28240 -2.31183
C -4.00452 0.11622 1.50418
C -4.39809 -0.97738 2.27235
C -5.54117 -0.86558 3.05157
C -6.28548 0.30670 3.04016
C -5.88890 1.38394 2.25541
C -4.74558 1.29444 1.47969
H 2.33825 -3.01969 0.45061
H 2.70156 -3.77066 2.75145
H 1.74681 -2.49211 4.64587
H 0.40386 -0.46022 4.21383
H 0.00464 0.30715 1.94652
H 3.26924 0.31883 -1.14054
H 5.39579 -0.45760 -2.13387
H 5.54962 -2.73871 -3.08154
H 3.58387 -4.23411 -3.06690
H 1.44715 -3.46258 -2.07357
H -3.85223 -3.75791 0.27728
H -5.45960 -4.92704 -1.19220
H -5.06169 -5.02094 -3.63108
H -3.07418 -3.94384 -4.61757
H -1.45897 -2.74024 -3.15869
H -1.65676 -2.89072 2.61863
H -1.07506 -4.91067 3.94096
H -0.06474 -6.86713 2.82756
H 0.36579 -6.84026 0.39350
H -0.25114 -4.86001 -0.94847
H -5.27896 -0.77995 -0.47591
H -6.23344 -0.98800 -2.73366
H -4.88509 -0.38501 -4.71707
H -2.56297 0.42284 -4.44607
H -1.58046 0.62056 -2.19193
H -3.81621 -1.88735 2.27577
H -5.85180 -1.69979 3.66702
H -7.18289 0.38148 3.64147
H -6.47546 2.29339 2.24270
H -4.45694 2.12590 0.85530
C 8.45756 1.35742 0.78935
C 6.95446 1.44982 0.83556
C 6.23529 0.96204 1.91982
C 4.85155 1.08029 2.01225
C 4.14138 0.53098 3.22099
C 4.19914 1.71363 0.94863
Se 2.32002 1.96508 1.26960
C 4.85974 2.17220 -0.18931
C 4.16735 2.74975 -1.39376
C 6.24491 2.02952 -0.21089
H 8.83666 0.64984 1.52448
H 8.90273 2.33113 1.00462
H 8.80658 1.05274 -0.19748
H 6.76489 0.47662 2.73239
H 4.84675 0.00671 3.86345
H 3.35373 -0.16721 2.93040
H 3.67513 1.32617 3.80795
H 3.22193 2.23655 -1.57970
H 4.79165 2.62544 -2.27828
H 3.97434 3.81942 -1.28653
H 6.78322 2.39107 -1.08236
```

Summary:
Frontier orbital gap ... 6.06 eV
Relative energy (zero: lowest compared OMol25 entry of this formula, charge and spin) ... 63.2 kcal per mole
Net charge ... +3
LUMO energy ... -8.21 eV
HOMO level ... -14.276 eV
Electronic energy ... -5949.14014 a.u.
Spin multiplicity ... 1